{"formula": "C10H14F12KN2O11S4", "method": "wB97M-V/def2-TZVPD", "gap_ev": 9.37, "e_tot_ev": -128375.330, "total_charge": -1, "mol_weight_g_mol": 733.6, "de_lowest_ev": 0.636, "elements": ["K", "C", "F", "F", "F", "S", "O", "O", "N", "S", "O", "O", "C", "F", "F", "F", "C", "F", "F", "F", "S", "O", "O", "N", "S", "O", "O", "C", "F", "F", "F", "C", "O", "C", "C", "O", "C", "C", "O", "C", "H", "H", "H", "H", "H", "H", "H", "H", "H", "H", "H", "H", "H", "H"], "positions_angstrom": [[0.57497, 0.52155, 1.79953], [0.17975, -0.88345, 5.47575], [0.04820, -2.18510, 5.32491], [-0.71170, -0.31498, 4.67062], [0.01073, -0.58028, 6.73699], [1.90534, -0.26143, 4.98754], [1.86107, 1.17835, 4.98664], [2.90716, -0.78239, 5.89129], [2.00419, -0.80316, 3.38648], [3.20544, -1.80581, 3.21390], [4.49199, -1.29911, 3.59883], [2.89918, -3.14443, 3.65428], [3.32964, -1.83950, 1.28883], [2.20409, -1.72007, 0.54566], [4.13881, -0.82807, 0.94636], [3.91312, -2.97717, 0.92937], [1.06582, 2.95161, -1.64980], [1.32746, 1.63420, -1.46685], [2.20209, 3.59188, -1.90971], [0.22196, 3.05722, -2.67229], [0.31892, 3.72666, -0.08341], [1.32370, 3.89380, 0.93299], [-0.22376, 4.92836, -0.65186], [-0.86434, 2.55702, 0.35115], [-2.12066, 3.33648, 0.83464], [-1.96478, 3.87887, 2.18214], [-2.74092, 4.22368, -0.10830], [-3.39797, 1.92601, 1.03985], [-2.85905, 0.79886, 1.49038], [-4.34555, 2.36207, 1.85201], [-3.99446, 1.67020, -0.12901], [0.37076, 0.37183, -5.74395], [-0.59603, -0.64441, -5.79927], [-0.38394, -1.67697, -4.87545], [-0.46233, -1.26465, -3.42747], [-1.71027, -0.70231, -3.08201], [-1.88119, -0.39510, -1.72052], [-1.81181, -1.60729, -0.79525], [-1.01200, -1.26857, 0.33570], [-0.79186, -2.38150, 1.16180], [0.21900, 1.03089, -6.59634], [1.38699, -0.02041, -5.88754], [0.36701, 0.94951, -4.81964], [0.61119, -2.11728, -5.04749], [-1.06061, -2.50764, -5.08588], [0.29438, -0.50800, -3.17332], [-0.24630, -2.11322, -2.76663], [-2.75931, 0.21534, -1.55198], [-1.01551, 0.20548, -1.40272], [-1.51742, -2.52092, -1.31769], [-2.79884, -1.83786, -0.36820], [-1.60209, -2.64619, 1.86033], [-0.11694, -2.10398, 1.98253], [-0.39329, -3.26862, 0.67207]]}

=====

{"formula": "C2H4OV", "method": "wB97M-V/def2-TZVPD", "gap_ev": [8.25, 8.53], "e_tot_ev": -29870.524, "multiplicity": 4, "s_squared": 3.763, "mol_weight_g_mol": 95.0, "de_lowest_ev": 0.000, "elements": ["H", "C", "C", "O", "V", "H", "H", "H"], "positions_angstrom": [[-2.76940, 1.05718, -1.40415], [1.46421, -1.37906, 0.63910], [0.91392, -0.87461, -0.48111], [-1.97021, 1.40417, -1.01195], [-0.50759, 0.53080, -0.49414], [2.10549, -2.27200, 0.64376], [1.33328, -0.90921, 1.62132], [1.44544, -1.17806, -1.39917]]}

=====

{"formula": "C3H2ClFS", "method": "wB97M-V/def2-TZVPD", "gap_ev": 7.84, "smiles": "F/C(Cl)=C/C=S", "e_tot_ev": -29217.124, "mol_weight_g_mol": 124.6, "de_lowest_ev": 0.033, "elements": ["C", "C", "C", "H", "H", "F", "S", "Cl"], "positions_angstrom": [[-1.19752, 0.26478, -0.02685], [0.14674, 0.47924, -0.12386], [1.12496, -0.51967, 0.02113], [0.40718, 1.54478, -0.11698], [0.79908, -1.57886, 0.23526], [-1.98693, 1.31629, 0.04761], [2.73972, -0.27484, -0.00863], [-2.03322, -1.23172, -0.02769]]}

=====

{"formula": "C16H35BrF4IN2O6PS", "method": "wB97M-V/def2-TZVPD", "gap_ev": 7.42, "e_tot_ev": -141554.315, "mol_weight_g_mol": 697.3, "elements": ["C", "C", "C", "C", "C", "N", "S", "C", "Br", "P", "C", "O", "C", "N", "I", "O", "C", "C", "C", "C", "O", "F", "C", "F", "F", "F", "H", "H", "H", "H", "H", "H", "H", "H", "H", "H", "H", "H", "H", "H", "H", "H", "H", "H", "H", "H", "H", "H", "H", "C", "O", "H", "H", "H", "H", "C", "O", "H", "H", "H", "H", "C", "O", "H", "H", "H", "H"], "positions_angstrom": [[5.78563, -1.01377, 1.33115], [4.46587, -1.55166, 0.52173], [3.81506, -2.68746, 1.45989], [3.50010, -0.31669, 0.18384], [2.15390, -0.75742, -0.64516], [1.18394, 0.34713, -0.47625], [1.79011, 1.80576, -1.26056], [-0.22225, 0.08667, -0.92536], [-0.70908, 1.72239, -2.03081], [-0.55335, -1.35266, -2.10235], [0.57992, -1.18742, -3.65602], [-0.06960, -2.88739, -1.43747], [-1.21151, 0.10073, 0.42699], [-2.33888, 1.05889, 0.05347], [-0.11759, 1.16865, 1.96498], [-1.86929, -1.12094, 0.70168], [-1.46275, -1.98031, 1.74082], [0.06004, -2.47308, 1.79308], [-1.99507, -1.59491, 3.24664], [-3.12003, -0.46095, 3.24944], [-2.90995, 0.58457, 3.92563], [-4.36887, -0.52043, 2.56786], [-2.29842, -3.37319, 1.45634], [-2.43015, -3.66377, 0.07733], [-1.72281, -4.47301, 2.18066], [-3.65538, -3.27603, 1.95390], [5.62475, 0.01073, 1.81219], [6.07773, -1.75654, 2.16591], [6.70178, -0.95333, 0.63037], [4.88310, -2.04396, -0.42953], [4.59891, -3.43013, 1.83357], [3.21242, -2.26816, 2.33791], [3.09229, -3.29405, 0.78220], [3.11520, 0.11754, 1.17050], [4.14073, 0.43661, -0.41999], [2.52668, -0.95529, -1.71085], [1.86419, -1.76546, -0.19506], [2.20815, 1.45655, -2.55357], [1.30783, -0.29178, -3.55829], [1.27310, -2.11854, -3.70635], [-0.01447, -1.17852, -4.62996], [-0.12015, -3.51001, -2.19728], [-3.19844, 0.49224, -0.10718], [-2.55000, 1.56011, 0.94572], [0.85439, -1.66398, 1.71360], [0.24933, -3.34226, 1.04982], [0.20574, -2.95919, 2.83824], [-2.24438, -2.52298, 3.87211], [-1.06874, -1.12348, 3.75912], [-0.97938, 5.97740, -1.31427], [0.27258, 5.31370, -1.41122], [-0.81506, 6.98459, -0.93039], [-1.44170, 6.03825, -2.30260], [-1.63303, 5.43156, -0.62947], [0.09813, 4.42578, -1.75276], [-7.91645, -0.96880, 1.99888], [-8.12649, -2.11943, 1.19443], [-8.66061, -0.21562, 1.73793], [-8.02404, -1.23304, 3.05407], [-6.91647, -0.56890, 1.81366], [-7.45639, -2.76866, 1.44481], [3.09050, 5.47534, -4.27181], [1.68491, 5.30236, -4.18997], [3.38227, 5.49642, -5.32247], [3.37384, 6.41936, -3.79929], [3.59448, 4.64266, -3.77362], [1.45318, 5.28718, -3.25058]]}

=====

{"formula": "C4H16NO3", "method": "wB97M-V/def2-TZVPD", "gap_ev": 9.87, "e_tot_ev": -12033.222, "total_charge": 1, "mol_weight_g_mol": 126.2, "de_lowest_ev": 1.410, "elements": ["C", "C", "C", "C", "O", "N", "H", "H", "H", "H", "H", "H", "H", "H", "H", "H", "H", "H", "H", "H", "O", "H", "H", "O"], "positions_angstrom": [[0.07353, -0.21657, 0.89402], [-0.63161, 0.57612, -0.18368], [-0.32638, 0.25818, -1.66658], [-0.38684, -1.21232, -2.04030], [-1.71597, -1.49665, -2.42397], [1.31853, 0.49626, 1.34720], [0.21651, -1.21905, 0.50011], [-0.50200, -0.54641, 1.74724], [-1.71338, 0.58943, -0.05471], [-0.38451, 1.64143, -0.09262], [0.64288, 0.68929, -1.92007], [-1.11834, 0.72178, -2.24310], [0.34161, -1.48697, -2.79863], [-0.17311, -1.88690, -1.20424], [-1.84561, -1.94765, -3.25934], [1.78432, 0.63188, 0.45538], [1.87049, 0.00377, 2.04779], [1.12522, 1.43946, 1.70464], [0.92965, 4.36916, 1.01945], [2.03181, 3.71170, 0.09363], [1.20910, 3.57006, 0.56711], [-1.28115, -2.53642, 3.10259], [-0.56185, -3.52667, 2.18674], [-0.90289, -2.62291, 2.22137]]}

=====

{"formula": "C5H3FO13V3", "method": "wB97M-V/def2-TZVPD", "gap_ev": [5.68, 6.56], "e_tot_ev": -111620.586, "multiplicity": 10, "s_squared": 24.881, "mol_weight_g_mol": 442.9, "elements": ["O", "V", "O", "O", "V", "O", "V", "C", "O", "O", "O", "C", "O", "O", "O", "C", "C", "O", "C", "O", "O", "F", "H", "H", "H"], "positions_angstrom": [[-0.57499, -4.24193, -0.95229], [-1.73100, -3.15784, -0.70795], [-3.09110, -3.81510, -0.18081], [1.87356, -1.28749, -2.11108], [0.45427, -0.54528, -1.78944], [0.64734, 1.07370, -1.92827], [-3.00202, 0.22019, -0.68404], [-0.78093, -0.90431, 0.71556], [-0.89251, 0.16097, 0.11925], [-0.05611, -1.67699, 0.06440], [-1.93370, -1.33206, 0.66827], [-2.07695, -1.32543, -2.74074], [-3.00263, -1.62368, -2.03808], [-1.05391, -2.01034, -2.77573], [-1.84285, -0.09391, -2.66716], [1.30909, 2.00149, 2.61166], [1.12873, 2.66613, 1.24355], [1.99895, 2.00206, 0.48270], [2.85081, 1.31607, 1.14686], [3.77075, 0.70455, 0.57928], [2.53806, 1.38353, 2.46875], [1.40107, 3.91910, 1.39206], [0.51334, 1.26111, 2.69363], [1.46999, 2.67921, 3.45005], [0.08273, 2.62626, 0.93958]]}

=====

{"formula": "C3H6O2S", "method": "wB97M-V/def2-TZVPD", "gap_ev": 10.46, "e_tot_ev": -18133.904, "mol_weight_g_mol": 106.1, "de_lowest_ev": 5.044, "elements": ["C", "C", "C", "O", "O", "S", "H", "H", "H", "H", "H", "H"], "positions_angstrom": [[1.63013, -0.20276, -0.71233], [0.12005, -0.23083, -0.91207], [-0.92559, -0.14314, 0.83479], [0.95560, -2.33671, -2.49136], [0.71717, -2.77330, -0.03783], [0.83531, -1.80744, -1.14621], [2.09305, 0.25429, -1.59257], [1.89550, -0.15562, 0.45001], [-0.31069, 0.42384, -1.64012], [-1.92025, 0.03822, 0.65413], [-0.50644, 0.70963, 1.45703], [-0.69879, -1.14092, 1.40986]]}

=====

{"formula": "C4H7NO", "method": "wB97M-V/def2-TZVPD", "gap_ev": 10.62, "smiles": "C[C@H]1CNC1=O", "e_tot_ev": -7797.847, "mol_weight_g_mol": 85.1, "de_lowest_ev": 1.797, "elements": ["C", "C", "C", "N", "C", "O", "H", "H", "H", "H", "H", "H", "H"], "positions_angstrom": [[-0.90547, -1.07732, -0.33499], [-0.08033, 0.12822, -0.81717], [-0.21125, 1.16684, 0.31340], [0.75377, 0.34623, 1.05945], [1.23254, -0.24325, -0.11988], [2.22295, -0.87116, -0.37372], [-1.98308, -0.89510, -0.36438], [-0.69188, -1.95181, -0.97458], [-0.50562, -1.05554, 0.75337], [-0.10126, 0.45965, -1.86176], [-1.21201, 1.28296, 0.74278], [0.22844, 2.13464, 0.07711], [1.25321, 0.57563, 1.90036]]}

=====

{"formula": "C31H37GaN3O5S2", "method": "wB97M-V/def2-TZVPD", "gap_ev": 6.89, "e_tot_ev": -121506.935, "total_charge": -1, "mol_weight_g_mol": 665.5, "de_lowest_ev": 0.046, "elements": ["Ga", "C", "C", "C", "C", "C", "C", "C", "C", "C", "C", "C", "C", "N", "C", "O", "C", "C", "C", "C", "C", "N", "C", "O", "N", "C", "C", "C", "C", "C", "C", "C", "C", "C", "C", "C", "C", "H", "H", "H", "H", "H", "H", "H", "H", "H", "H", "H", "H", "H", "H", "H", "H", "H", "H", "H", "H", "H", "H", "H", "H", "H", "H", "H", "H", "H", "H", "H", "H", "H", "H", "H", "H", "H", "O", "S", "O", "O", "S"], "positions_angstrom": [[-0.23256, -0.18249, -0.64704], [2.71541, 0.55967, 3.18094], [2.72151, -0.80662, 2.44110], [3.13104, -2.00941, 3.32889], [3.50637, -0.77861, 1.15495], [4.82590, -0.48653, 1.22575], [5.61685, -0.55638, 0.12296], [5.07880, -0.70818, -1.13619], [3.68516, -0.77301, -1.27007], [3.17596, -0.81047, -2.70673], [3.68318, 0.43078, -3.45787], [3.37720, -2.17382, -3.40855], [2.90847, -0.90595, -0.12475], [1.58244, -1.36679, -0.34028], [1.29032, -2.71213, -0.19925], [2.08468, -3.63973, 0.08543], [-0.14133, -2.99310, -0.36267], [-0.60509, -4.27713, -0.22621], [-1.98157, -4.46342, 0.01696], [-2.81839, -3.37907, 0.22718], [-2.25373, -2.11731, 0.03547], [-0.98736, -1.93227, -0.41932], [-3.01082, -0.89874, 0.21473], [-4.14464, -0.85868, 0.80746], [-2.24694, 0.16209, -0.18861], [-2.73735, 1.44818, -0.04623], [-3.25120, 2.10143, -1.20360], [-3.63593, 3.45945, -1.09109], [-3.53532, 4.18339, 0.05450], [-3.05621, 3.51698, 1.20339], [-2.69779, 2.16085, 1.19413], [-2.27000, 1.49761, 2.48433], [-1.03083, 2.14455, 3.11634], [-3.38280, 1.49716, 3.52990], [-3.72973, 1.37381, -2.45811], [-2.79277, 0.44437, -3.28674], [-5.03797, 0.59637, -2.23567], [1.92501, 0.51824, 3.95450], [2.49410, 1.45474, 2.54885], [3.68272, 0.70081, 3.65358], [1.66102, -1.01733, 2.20985], [4.17497, -2.12296, 3.48363], [2.76516, -2.99136, 3.02117], [2.73333, -1.87241, 4.34830], [5.29396, -0.27349, 2.18051], [6.71681, -0.45271, 0.22364], [5.71670, -0.64630, -2.02495], [2.13382, -0.54891, -2.59160], [4.74600, 0.40417, -3.88262], [3.70630, 1.27818, -2.79537], [3.08544, 0.61715, -4.34552], [4.40490, -2.51855, -3.38064], [3.08012, -2.04534, -4.43717], [2.79009, -2.93656, -2.83515], [0.03755, -5.17268, -0.30936], [-2.35500, -5.52229, 0.10748], [-3.90319, -3.36955, 0.41928], [-3.99735, 3.86897, -2.04250], [-3.95112, 5.17651, 0.14377], [-2.98072, 4.07046, 2.15770], [-1.99746, 0.44646, 2.24814], [-1.26184, 3.12373, 3.53476], [-0.13253, 2.26151, 2.48081], [-0.62625, 1.64371, 4.03099], [-3.57318, 2.48550, 3.97823], [-3.10800, 0.85523, 4.36443], [-4.35114, 1.13575, 3.11015], [-3.95393, 2.21873, -3.15759], [-2.64515, -0.47576, -2.72087], [-1.82961, 0.97569, -3.42009], [-3.25922, 0.25093, -4.27030], [-4.94996, -0.06276, -1.37412], [-5.31313, -0.00389, -3.06794], [-5.84406, 1.26461, -2.00394], [0.49773, 1.14376, 0.49926], [1.07809, 2.27893, -0.52334], [0.52968, 3.57709, -0.26798], [2.52604, 2.19149, -0.44962], [0.45034, 1.34369, -2.41378]]}

=====

{"formula": "C4H9NO", "method": "wB97M-V/def2-TZVPD", "gap_ev": 10.69, "smiles": "C[C@H]1N[C@H]1CO", "e_tot_ev": -7830.390, "mol_weight_g_mol": 87.1, "de_lowest_ev": 1.929, "elements": ["C", "C", "N", "C", "C", "O", "H", "H", "H", "H", "H", "H", "H", "H", "H"], "positions_angstrom": [[-1.55049, 0.71372, 0.33875], [-0.80644, -0.07324, -0.71755], [0.44941, 0.47328, -1.24451], [0.47991, -0.75860, -0.45609], [1.21819, -0.64456, 0.87083], [1.43452, 0.69403, 1.23804], [-1.88445, 0.04917, 1.14343], [-0.90306, 1.47120, 0.78369], [-2.43464, 1.20251, -0.08246], [-1.44114, -0.57875, -1.44678], [0.56280, 0.29850, -2.23776], [0.65103, -1.69314, -0.99076], [2.17088, -1.19191, 0.78485], [0.63651, -1.12706, 1.66739], [1.45458, 1.18285, 0.39618]]}

=====

{"formula": "C6H12N2O3", "method": "wB97M-V/def2-TZVPD", "gap_ev": 8.77, "smiles": "C=C(C)[N+](=O)[O-].CC(C)=NO", "e_tot_ev": -15533.195, "mol_weight_g_mol": 160.2, "de_lowest_ev": 7.305, "elements": ["C", "C", "C", "C", "C", "C", "N", "N", "O", "O", "O", "H", "H", "H", "H", "H", "H", "H", "H", "H", "H", "H", "H"], "positions_angstrom": [[-1.56083, -1.47455, 1.01361], [-1.67250, -0.29613, -1.29889], [1.70843, 1.33754, -1.40248], [1.76984, 0.43139, 0.96549], [-1.54956, -0.23244, 0.14545], [1.76776, 0.33188, -0.48736], [-1.28116, 0.86994, 0.76851], [1.85797, -1.01995, -0.98610], [-1.15795, 2.00882, -0.04624], [2.23219, -1.20002, -2.14718], [1.65477, -1.94799, -0.20160], [-0.89934, -2.09546, 0.46867], [-1.39222, -1.26504, 2.06555], [-2.61898, -1.98569, 0.93997], [-1.47311, 0.59357, -1.73378], [-0.79436, -0.86399, -1.55599], [-2.64669, -0.76939, -1.56182], [-0.80317, 2.63852, 0.62383], [1.68957, 2.38901, -1.14013], [1.69479, 1.34446, -2.52852], [2.37829, 1.25595, 1.39170], [0.87141, 0.60387, 1.60625], [2.19605, -0.57877, 1.39191]]}

=====

{"formula": "CH5PS", "method": "wB97M-V/def2-TZVPD", "gap_ev": [6.73, 6.83], "e_tot_ev": -21238.264, "mol_weight_g_mol": 80.1, "de_lowest_ev": 3.557, "elements": ["C", "P", "S", "H", "H", "H", "H", "H"], "positions_angstrom": [[-0.88836, 0.61105, -0.07934], [3.39661, -0.16132, 0.01368], [0.89833, 0.62105, -0.02588], [-1.12535, 0.28254, 0.98132], [-1.24753, -0.19248, -0.66754], [-1.27611, 1.46670, -0.50045], [3.05472, -1.33543, -0.52767], [0.99607, 0.00850, 1.20942]]}